# 1
Entry from the Open Molecules 2025 dataset: a 4-piece molecular cluster, C18H39O5P overall at a distorted geometry (ωB97M-V with the def2-TZVPD basis set).

CARTESIAN COORDINATES (ANGSTROEM)
C 3.50538 -1.27883 2.44828
C 3.35610 -1.42610 1.27577
C 3.05372 -1.52582 -0.14971
O 2.31352 -0.42922 -0.68862
C 1.31911 0.06582 0.12619
O 1.48546 1.06410 0.77490
P -0.33210 -0.73575 0.00395
C -0.14526 -2.42983 0.70113
C -1.35491 0.18466 1.19698
H 3.77495 -1.20035 3.47683
H 2.55516 -2.47764 -0.34229
H 3.99428 -1.54545 -0.69773
H -1.13674 -2.75857 0.99979
H 0.49040 -2.43988 1.58358
H 0.24497 -3.06910 -0.08359
H -0.79060 0.52734 2.06208
H -1.82395 1.03523 0.71613
H -2.11712 -0.51335 1.53761
C -0.82972 -5.92069 3.90057
C -0.34721 -4.49290 4.09394
O -1.34619 -3.51498 3.87052
C -2.47007 -3.57182 4.73043
C -2.13280 -3.36610 6.19746
H -1.31733 -6.03015 2.93103
H 0.01322 -6.61030 3.94916
H -1.54403 -6.21760 4.66991
H 0.43557 -4.27199 3.36739
H 0.09834 -4.36738 5.08711
H -3.01589 -4.51142 4.58839
H -3.12809 -2.77098 4.39262
H -1.55777 -4.19916 6.60469
H -3.04812 -3.27913 6.78306
H -1.54441 -2.45731 6.32885
C 4.27838 2.53986 -5.25224
C 5.46265 2.57267 -4.30008
O 5.40497 3.61644 -3.34783
C 4.29806 3.57746 -2.46291
C 4.24028 2.33157 -1.59652
H 4.13050 3.51892 -5.70958
H 4.45165 1.80663 -6.04057
H 3.35383 2.26478 -4.74252
H 6.37873 2.75113 -4.86383
H 5.58062 1.60324 -3.80209
H 3.36048 3.70242 -3.01683
H 4.40849 4.45833 -1.83036
H 4.02809 1.43696 -2.18406
H 3.45288 2.42399 -0.84853
H 5.19249 2.17826 -1.08590
C -5.01948 4.64380 -2.16991
C -3.96649 3.79870 -1.47264
O -4.38577 2.47589 -1.19207
C -4.71649 1.68406 -2.31897
C -3.55947 1.47012 -3.27980
H -5.96129 4.60809 -1.62110
H -4.68733 5.68044 -2.23012
H -5.21119 4.29884 -3.18711
H -3.73303 4.23544 -0.50151
H -3.03453 3.79266 -2.04917
H -5.58237 2.10316 -2.84437
H -5.03215 0.72450 -1.90897
H -3.27662 2.39205 -3.79056
H -3.83106 0.74037 -4.04286
H -2.68270 1.10387 -2.74340

Force components x, y, z for each atom (eV/Å):
C 0.49 -0.14 0.82
C -0.46 0.22 -0.65
C 0.42 -0.30 -0.10
O 0.08 -0.08 0.19
C -0.32 0.42 1.05
O 0.13 -0.17 -0.56
P -0.59 -0.08 -1.23
C 0.32 0.61 0.28
C 0.48 -0.23 0.48
H -0.19 0.08 -0.07
H -0.17 0.03 -0.04
H -0.03 0.05 -0.12
H -0.09 -0.12 -0.08
H 0.08 -0.18 0.06
H 0.01 -0.21 0.04
H 0.05 0.03 0.06
H -0.07 0.05 -0.11
H -0.20 0.05 0.00
C -0.12 0.03 0.06
C 0.08 -0.07 -0.01
O 0.01 0.10 -0.13
C -0.09 0.02 0.08
C 0.12 -0.08 -0.01
H 0.04 0.00 -0.03
H 0.02 0.01 -0.01
H 0.03 -0.02 0.02
H -0.02 0.05 -0.01
H -0.02 -0.02 0.02
H 0.02 -0.02 0.03
H 0.03 0.01 -0.05
H -0.04 -0.01 0.02
H -0.02 0.01 -0.01
H -0.04 0.03 0.00
C -0.09 0.02 0.10
C 0.03 -0.05 -0.07
O 0.06 0.07 -0.01
C -0.07 0.00 0.11
C 0.05 -0.07 -0.11
H 0.03 0.00 -0.03
H 0.02 0.00 -0.01
H 0.01 -0.04 -0.01
H 0.02 0.04 0.03
H -0.04 -0.01 0.00
H -0.01 -0.03 0.00
H 0.05 0.02 -0.03
H -0.06 0.00 0.03
H 0.00 -0.01 0.01
H 0.00 0.04 0.04
C -0.04 -0.10 -0.08
C 0.03 0.10 0.00
O -0.01 -0.05 0.09
C -0.01 -0.09 -0.07
C 0.09 0.13 0.02
H 0.01 0.03 0.03
H 0.01 0.01 0.02
H 0.02 0.03 -0.01
H -0.01 -0.05 0.03
H -0.02 0.01 -0.03
H 0.02 0.03 -0.02
H 0.00 0.02 0.05
H -0.03 -0.01 -0.03
H -0.03 -0.02 0.01
H -0.01 -0.05 0.00

The calculation puts the HOMO energy at -8.44 eV. The multiplicity is 1. The value obtained for the energy above the lowest of the compared OMol25 structures with the same formula, charge and spin is 36.47 kcal per mole. The total charge is 0. The SMILES is C#CCOC(=O)P(C)C.CCOCC.CCOCC.CCOCC. The calculation puts the gap between HOMO and LUMO at 9.10 eV.

# 2
Entry from the Open Molecules 2025 dataset: a 3-piece molecular cluster, C18H40ClN2 overall at a distorted geometry (ωB97M-V with the def2-TZVPD basis set).

CARTESIAN COORDINATES (ANGSTROEM)
C 16.18997 -4.53481 1.85045
C 16.88097 -4.84548 3.21533
C 16.13154 -4.50847 4.45556
C 15.42675 -5.78402 5.04690
N 14.32169 -5.47650 6.12920
C 13.51076 -6.77226 6.30682
C 12.04011 -6.41220 6.56818
C 11.92139 -4.97500 6.40272
C 13.23376 -4.62862 5.58786
C 14.87855 -4.86502 7.45735
H 15.34569 -5.21080 1.71505
H 16.89068 -4.78984 1.05543
H 15.68131 -3.58018 1.71606
H 17.76015 -4.20808 3.30953
H 17.21864 -5.88186 3.21649
H 15.37650 -3.73000 4.34600
H 16.74489 -4.11411 5.26573
H 16.09125 -6.46428 5.57962
H 14.93881 -6.39893 4.29066
H 14.04189 -7.32540 7.08144
H 13.50538 -7.34395 5.37879
H 11.85985 -6.81445 7.56508
H 11.42417 -6.87512 5.79720
H 12.00775 -4.36728 7.30345
H 11.13303 -4.85787 5.65917
H 13.50030 -3.58403 5.74880
H 13.28372 -4.63561 4.49903
H 15.54861 -4.07079 7.12825
H 15.46214 -5.65169 7.93555
H 14.07074 -4.55481 8.12016
C 16.06356 -7.54382 -1.11248
C 17.36704 -8.08391 -0.53571
C 17.43413 -9.32390 0.47827
C 16.69292 -9.14848 1.79263
N 16.63111 -10.34759 2.76814
C 17.98307 -11.14652 2.82913
C 17.55271 -12.50719 3.28104
C 16.15564 -12.71568 2.79579
C 15.51392 -11.34754 2.40711
C 16.41034 -9.81779 4.16679
H 16.21128 -6.58773 -1.61464
H 15.25952 -7.41026 -0.38874
H 15.58023 -8.23143 -1.80652
H 17.96084 -7.32894 -0.02042
H 17.91704 -8.43662 -1.40818
H 18.47077 -9.43901 0.79488
H 17.20740 -10.26928 -0.01463
H 15.68740 -8.73716 1.70404
H 17.22721 -8.42331 2.40644
H 18.62204 -10.47978 3.40816
H 18.40715 -11.21421 1.82730
H 17.54284 -12.62106 4.36503
H 18.31178 -13.19420 2.90697
H 15.50327 -13.28678 3.45637
H 16.21563 -13.23725 1.84056
H 14.61151 -11.08141 2.95751
H 15.30440 -11.35420 1.33746
H 15.52868 -9.18467 4.06709
H 17.29849 -9.23018 4.39918
H 16.19225 -10.61759 4.87450
Cl 12.96592 -7.91607 2.60881

Force components x, y, z for each atom (eV/Å):
C -0.48 -1.28 0.72
C 0.48 1.35 -1.25
C -1.94 -1.24 2.29
C -0.38 0.94 0.75
N -0.58 -0.56 -0.50
C 0.75 -0.41 0.26
C 1.12 -2.47 1.04
C 1.80 1.70 -2.32
C 0.12 2.21 0.28
C 0.06 -1.38 -1.73
H -0.04 -0.46 0.05
H -0.04 0.45 -0.14
H 0.78 0.45 0.24
H 0.41 -0.25 -0.49
H 0.04 -0.02 0.08
H -0.10 0.02 -0.55
H 0.54 -0.08 -0.19
H 0.49 0.13 -0.05
H -0.31 0.30 -0.18
H -0.30 -0.22 0.03
H 0.60 0.16 -0.19
H -0.84 0.18 -0.07
H 0.11 -0.51 0.39
H -0.95 0.02 -0.16
H -0.50 1.18 0.87
H 0.06 0.18 0.39
H -0.76 -1.04 -0.04
H -0.27 0.14 0.34
H 0.02 0.04 -0.01
H 0.01 0.11 -0.33
C -0.93 -0.36 0.71
C 0.35 -1.32 0.70
C -0.17 0.20 -0.25
C -0.22 0.46 0.97
N 0.25 -0.46 -1.06
C -1.54 1.41 -0.87
C 1.07 -0.07 1.57
C -1.30 -0.17 -1.70
C 1.40 -0.23 0.73
C -0.61 0.26 -1.16
H 0.14 -0.09 -0.02
H 0.18 0.31 0.44
H 0.42 -0.14 -0.31
H -0.12 0.36 -0.29
H 0.51 0.14 0.16
H 0.31 0.23 -0.50
H -0.45 0.01 -0.16
H -0.32 -0.37 -0.02
H 0.19 0.30 -0.18
H 0.26 -0.54 0.36
H -0.27 0.10 -0.04
H 0.31 0.27 0.13
H -0.38 -0.39 -0.03
H 0.27 0.02 0.08
H -0.18 -0.44 0.11
H 0.15 0.13 -0.07
H 0.15 0.52 0.11
H -0.06 0.16 0.31
H -0.07 0.06 0.48
H 0.29 -0.06 -0.12
Cl 0.49 0.07 0.37

The calculation puts the HOMO energy (spin up / spin down) at -2.08 / -7.66 eV. The multiplicity is 2. The total charge is 0. The calculation puts the gap between HOMO and LUMO (spin up / spin down) at 2.51 / 8.16 eV.

# 3
Entry from the Open Molecules 2025 dataset: C18H40CoN4O3S4 as an isolated structure at a distorted geometry (ωB97M-V with the def2-TZVPD basis set).

CARTESIAN COORDINATES (ANGSTROEM)
Co 1.47777 0.00489 0.98015
N -0.20235 -1.41474 1.30764
C -1.44122 -0.62083 1.49150
C -2.73263 -1.40281 1.25733
C -3.95458 -0.71281 1.90335
C -5.24441 -0.86203 1.10034
N -5.16590 -0.05275 -0.11273
C -6.13434 0.07194 -1.00576
N -7.27012 -0.60871 -0.88825
N -5.95696 0.88361 -2.05506
C -1.28961 0.61867 0.55335
O -2.22756 1.02595 -0.10984
O -0.10301 1.11496 0.56733
H -0.27748 -1.96032 0.44901
H -0.10942 -2.09586 2.05583
H -1.42605 -0.23134 2.51392
H -2.61771 -2.39730 1.69482
H -2.88390 -1.53733 0.18334
H -3.75477 0.35276 2.03623
H -4.12488 -1.13114 2.89403
H -6.08488 -0.52794 1.71340
H -5.41013 -1.91228 0.84139
H -4.30005 0.46437 -0.24798
H -7.44301 -1.23402 -0.12025
H -8.01445 -0.48794 -1.55483
H -5.15850 1.49284 -2.09096
H -6.69670 1.04968 -2.71591
C 2.77072 -0.90032 4.16144
C 1.67730 0.11115 4.49574
S 1.15921 1.27749 3.19918
C 2.46734 2.53712 3.16075
C 3.82071 2.02000 2.71301
S 3.65151 1.35526 1.02240
C 4.77502 -0.06939 0.96283
C 4.53991 -1.20881 1.95332
S 2.80613 -1.53375 2.43389
H 2.62913 -1.78461 4.78194
H 3.76272 -0.51694 4.38315
H 1.97807 0.70342 5.36083
H 0.74985 -0.39838 4.75547
H 2.52089 3.00075 4.14614
H 2.09105 3.28327 2.45758
H 4.20907 1.24742 3.37139
H 4.54165 2.83735 2.66904
H 5.79019 0.31184 1.07968
H 4.65425 -0.42300 -0.06156
H 5.10365 -1.08006 2.87423
H 4.88687 -2.13387 1.49320
C 2.98208 -1.42610 -3.72670
C 2.86558 0.01345 -4.22521
C 3.16163 1.06732 -3.16785
S 1.91901 1.34058 -1.85004
O 1.94813 0.06615 -0.97920
C 0.33157 1.32837 -2.73328
C -0.31252 -0.03344 -2.95742
C -1.46986 0.11678 -3.94556
H 2.59332 -2.12105 -4.46919
H 2.43073 -1.57969 -2.79854
H 4.02519 -1.68744 -3.54388
H 1.89277 0.19792 -4.68276
H 3.59591 0.17219 -5.02190
H 3.25892 2.06611 -3.60070
H 4.07826 0.84193 -2.61842
H 0.53958 1.85631 -3.66819
H -0.31543 1.95999 -2.12292
H -0.68909 -0.41228 -2.00639
H 0.40623 -0.75535 -3.34340
H -2.20900 0.82788 -3.57280
H -1.95908 -0.84195 -4.10999
H -1.11230 0.47687 -4.91072

Force components x, y, z for each atom (eV/Å):
Co -0.59 0.75 -0.17
N 0.34 0.20 -0.02
C -0.15 0.40 -0.42
C 0.01 0.05 0.16
C 0.09 -0.04 -0.22
C -0.02 -0.09 0.19
N 0.38 0.05 0.13
C -0.07 0.12 -0.21
N -0.01 0.01 0.01
N -0.02 -0.09 0.09
C -0.91 -0.80 0.28
O 0.24 0.00 0.15
O 0.96 0.27 -0.29
H 0.01 -0.04 -0.01
H 0.06 -0.05 -0.02
H 0.04 -0.01 0.02
H -0.03 -0.03 -0.06
H 0.04 0.03 -0.02
H -0.05 0.02 0.02
H -0.02 0.03 0.03
H 0.00 0.02 -0.02
H 0.02 0.00 -0.01
H -0.08 -0.01 -0.05
H 0.05 0.01 0.01
H -0.02 -0.01 0.01
H -0.01 0.04 -0.02
H -0.01 0.01 -0.01
C -0.04 -0.11 -0.10
C -0.07 0.16 -0.29
S 0.18 -0.27 0.00
C -0.05 -0.09 -0.09
C -0.01 -0.11 -0.18
S -0.25 -0.29 0.28
C -0.15 0.19 -0.02
C -0.10 -0.12 -0.03
S 0.18 0.10 -0.06
H 0.02 0.02 0.03
H 0.00 0.02 -0.05
H -0.06 -0.05 0.07
H -0.01 0.01 0.05
H 0.00 0.00 0.00
H -0.03 0.06 0.08
H 0.04 0.03 -0.01
H 0.02 -0.01 0.02
H 0.03 -0.03 -0.10
H 0.07 0.01 -0.01
H 0.00 0.01 0.02
H 0.07 0.00 0.06
C -0.02 0.08 0.03
C 0.08 -0.13 0.01
C -0.40 -0.15 0.15
S 0.03 0.75 -0.80
O 0.00 -1.09 1.19
C 0.12 0.01 0.23
C 0.00 0.01 -0.21
C 0.05 -0.02 0.08
H 0.05 -0.01 -0.02
H -0.03 -0.04 -0.01
H 0.00 0.00 0.01
H -0.01 0.04 0.00
H -0.03 0.05 -0.01
H 0.01 0.04 0.05
H 0.02 0.09 0.04
H 0.03 -0.03 0.00
H 0.01 0.04 -0.02
H 0.06 -0.02 0.05
H -0.01 0.00 0.06
H -0.01 -0.01 -0.02
H -0.02 0.01 0.01
H -0.02 0.00 -0.01

The calculation puts the HOMO energy (spin up / spin down) at -17.60 / -17.55 eV. The multiplicity is 5. The value obtained for the energy above the lowest of the compared OMol25 structures with the same formula, charge and spin is 0.00 kcal per mole. The total charge is +3. The calculation puts the gap between HOMO and LUMO (spin up / spin down) at 10.47 / 6.41 eV.

# 4
Entry from the Open Molecules 2025 dataset: C18H40IrNO3PSSi3 as an isolated structure at a distorted geometry (ωB97M-V with the def2-TZVPD basis set).

CARTESIAN COORDINATES (ANGSTROEM)
Ir 0.30012 -0.10740 0.42995
C -3.40916 0.23068 3.28036
Si -2.01352 0.76850 2.18382
C -2.44823 2.45659 1.56562
C -0.39577 0.72562 3.17703
C -1.59011 -0.53171 0.81857
Si -1.76695 -2.30253 1.72027
C -3.54019 -2.66877 2.13149
C -0.85875 -2.42036 3.32919
C -1.21786 -3.58949 0.47051
Si -2.48652 -0.55264 -0.86029
C -3.98950 -1.62044 -1.07640
C -2.88706 1.12586 -1.54437
C -1.01684 -1.03498 -1.96063
C -1.06722 -1.44956 -3.28281
C 0.05427 -1.47484 -4.07935
C 1.25713 -1.02660 -3.54549
C 1.28856 -0.63198 -2.23505
N 0.18766 -0.67610 -1.45487
H -3.52957 1.08483 3.96034
H -3.24631 -0.68202 3.89401
H -4.33974 0.10813 2.72639
H -2.09293 3.15764 2.33468
H -3.53483 2.57012 1.52063
H -2.03137 2.78742 0.60933
H -0.35936 1.59481 3.84419
H 0.52901 0.81539 2.55389
H -0.27476 -0.15942 3.79639
H -3.88051 -2.21003 3.06954
H -3.57494 -3.75599 2.28721
H -4.26331 -2.45732 1.35259
H -1.55448 -2.17721 4.13838
H 0.00402 -1.78342 3.47228
H -0.54903 -3.46067 3.48442
H -2.00637 -3.76602 -0.24676
H -1.03631 -4.54368 0.97670
H -0.31848 -3.33512 -0.10215
H -4.76153 -1.30292 -0.37100
H -3.84416 -2.68602 -0.97337
H -4.40017 -1.43386 -2.07459
H -3.75656 1.57807 -1.06119
H -3.13053 0.97160 -2.60055
H -2.05344 1.82839 -1.48846
H -2.02757 -1.74317 -3.69245
H -0.00375 -1.80745 -5.10727
H 2.15850 -0.96942 -4.13907
H 2.18232 -0.24043 -1.77279
C 1.51584 3.71787 0.99583
S 1.25925 2.43570 -0.15364
O 1.58364 2.87308 -1.46163
O 2.04094 1.19792 0.32431
O -0.13433 1.90661 0.02519
H 2.56991 3.99139 0.93674
H 1.25013 3.38911 1.99830
H 0.88995 4.55570 0.68372
C 3.28388 -1.60509 0.00549
P 1.86936 -1.63462 1.11644
C 1.58278 -3.39700 1.34684
C 2.47654 -0.91452 2.65376
H 4.10681 -2.09738 0.53216
H 3.57831 -0.59370 -0.24185
H 3.06246 -2.18480 -0.88948
H 2.50229 -3.79026 1.79144
H 1.42068 -3.88960 0.38651
H 0.74605 -3.61085 2.01107
H 3.27296 -1.57906 3.00379
H 1.71099 -0.83818 3.41973
H 2.88736 0.07304 2.46915

Force components x, y, z for each atom (eV/Å):
Ir 0.29 0.44 1.51
C 0.21 -0.24 0.65
Si -0.17 -0.68 0.23
C -0.03 0.56 -0.18
C 0.15 0.48 -0.35
C -0.59 -0.56 -0.27
Si -0.33 0.06 -0.57
C -0.29 -0.21 0.38
C 0.08 -0.26 0.52
C 0.27 0.11 -0.12
Si -0.14 0.04 0.06
C -0.08 0.21 -0.17
C -0.01 0.18 0.04
C 0.20 0.02 0.00
C -0.63 -0.14 0.01
C 0.35 0.03 -0.09
C -0.03 -0.08 -0.28
C -0.01 0.16 0.34
N 0.12 -0.18 -0.57
H -0.19 -0.16 0.04
H 0.00 0.90 -0.35
H -0.04 0.05 0.01
H -0.11 -0.02 -0.08
H 0.04 -0.06 0.05
H -0.19 -0.22 0.40
H 0.11 0.05 -0.18
H -0.06 0.07 0.16
H -0.20 0.37 -0.09
H 0.10 -0.30 -0.49
H 0.06 0.04 -0.03
H -0.05 0.07 -0.04
H 0.07 -0.04 -0.05
H 0.14 -0.41 -0.12
H -0.13 0.10 0.10
H -0.33 -0.05 -0.21
H -0.05 0.06 -0.05
H -0.49 -0.01 0.09
H 0.01 0.00 -0.04
H 0.05 -0.26 0.08
H 0.07 0.00 0.04
H 0.02 -0.03 -0.04
H -0.05 0.09 0.04
H -0.08 -0.08 -0.04
H 0.05 0.01 0.03
H 0.00 0.01 0.01
H 0.00 0.00 0.01
H -0.05 0.00 -0.11
C -0.02 0.18 0.15
S 1.09 -1.03 -0.04
O -0.03 0.04 -0.01
O 0.03 0.95 -0.39
O -0.74 0.58 -0.42
H -0.06 0.02 -0.01
H 0.01 -0.05 -0.04
H 0.07 -0.03 0.01
C 0.17 -0.35 0.13
P 0.04 -0.22 -0.02
C 0.26 -0.21 0.31
C 0.31 -0.53 0.22
H -0.01 0.04 -0.05
H 0.07 0.16 -0.02
H 0.05 0.03 -0.02
H -0.03 0.00 -0.01
H 0.18 0.10 0.17
H 0.35 0.06 -0.19
H -0.01 0.15 0.12
H 0.13 -0.12 -0.01
H 0.07 0.08 -0.14

The calculation puts the HOMO energy (spin up / spin down) at -15.28 / -15.53 eV. The multiplicity is 2. The value obtained for the energy above the lowest of the compared OMol25 structures with the same formula, charge and spin is 25.45 kcal per mole. The total charge is +2. The calculation puts the gap between HOMO and LUMO (spin up / spin down) at 8.26 / 6.66 eV.